Entry 1:
{"formula": "C5H4N2", "method": "the ωB97M-V functional and the def2-TZVPD basis", "elements": ["N", "H", "H", "H", "C", "H", "C", "N", "C", "C", "C"], "xyz": [[0.75984, 1.64785, 0.12449], [1.08045, 2.59247, -0.01579], [-1.05263, 1.60687, -1.00594], [1.24654, -1.21012, 1.32506], [-0.31358, -0.24004, 0.04011], [-0.64177, -2.36036, -0.72466], [0.86504, -0.33296, 0.81815], [1.51631, 0.81387, 0.85360], [-0.34251, 1.07050, -0.39258], [-1.95063, -2.25633, -0.69377], [-1.16705, -1.33174, -0.32866]], "homo_lumo_gap_ev": 10.30, "e_above_lowest_kcal_mol": 86.72, "total_energy_ha": -302.290108, "charge": 0}

Entry 2:
{"formula": "C2H6Cl2NP", "method": "the ωB97M-V functional and the def2-TZVPD basis", "elements": ["Cl", "N", "P", "H", "H", "H", "H", "H", "C", "Cl", "C", "H"], "xyz": [[-1.65085, 0.71435, 1.95754], [1.44989, -1.20648, 0.39746], [-1.27668, 0.21141, 0.09291], [3.24885, -0.26006, -0.28268], [1.25181, -1.79770, -0.36397], [-2.68698, 0.00949, -1.67478], [2.33641, 0.20777, 1.42121], [-3.52064, -0.43471, -0.07975], [-2.80880, 0.11526, -0.65789], [-0.48905, 1.78878, -0.89291], [2.30589, -0.09593, 0.33713], [1.84016, 0.74782, -0.25426]], "homo_lumo_gap_ev": [8.26, 7.79], "e_above_lowest_kcal_mol": 89.63, "total_energy_ha": -1396.174316, "charge": 0}

Entry 3:
{"formula": "C3H9NO2S2", "method": "the ωB97M-V functional and the def2-TZVPD basis", "elements": ["H", "O", "H", "O", "S", "H", "H", "H", "C", "H", "H", "C", "C", "S", "H", "N", "H"], "xyz": [[1.45592, -2.34264, 0.87360], [2.52329, 1.17719, 0.70391], [-1.73170, -0.48614, 0.43328], [1.17640, 0.32038, -1.21062], [1.28347, 0.08636, 0.20512], [2.78811, 1.33464, -1.39126], [-2.07994, -2.02639, -2.26345], [-2.18331, -0.16564, -2.21778], [2.95184, 1.91968, -0.41158], [-3.42105, -0.93597, -1.33380], [2.32374, 2.75603, -0.41025], [-2.36780, -1.07215, -1.64628], [-1.41101, -0.94283, -0.43770], [2.51224, -1.65514, 0.51463], [3.99392, 2.29779, -0.15408], [-0.26055, -1.43842, -0.40568], [-0.01036, -1.62414, -1.37912]], "homo_lumo_gap_ev": 9.38, "e_above_lowest_kcal_mol": 91.15, "total_energy_ha": -1121.200192, "charge": 0}

Entry 4:
{"formula": "C42H49BrCaGe2N7O2Sb", "method": "the ωB97M-V functional and the def2-TZVPD basis", "elements": ["H", "N", "C", "H", "C", "H", "H", "H", "H", "Ca", "C", "C", "C", "C", "C", "O", "C", "C", "H", "H", "C", "C", "C", "C", "C", "C", "H", "H", "C", "C", "H", "N", "C", "C", "H", "Ge", "H", "H", "N", "H", "C", "C", "H", "C", "H", "H", "H", "C", "C", "H", "Br", "C", "C", "H", "Ge", "Sb", "H", "C", "H", "N", "H", "H", "H", "H", "H", "H", "H", "H", "N", "C", "C", "C", "H", "C", "H", "C", "H", "C", "H", "C", "C", "C", "H", "H", "C", "C", "H", "C", "H", "H", "N", "C", "H", "C", "H", "H", "H", "H", "H", "H", "H", "N", "C", "H", "O"], "xyz": [[-1.88089, -1.79013, 2.67267], [0.87273, -0.65645, 2.22432], [-4.80173, -1.93626, -0.41675], [0.23712, -3.46223, -4.39537], [5.42016, 0.78949, -1.08718], [7.25980, -0.00245, -1.41478], [2.85712, 6.52503, 3.18712], [-5.02515, -2.81592, 0.19329], [-3.95920, -3.31005, 2.36341], [0.46912, 0.85753, -0.13714], [-0.16780, 4.98993, 3.22254], [-0.04581, -7.23127, -3.66344], [-1.84900, -2.76335, 2.17367], [0.41492, 3.88777, -1.17343], [2.98655, 3.97610, -2.07108], [0.36578, -0.06418, 3.13735], [0.82470, 4.98830, -1.90319], [-1.17746, -5.85558, -2.01126], [1.55758, -3.48829, 0.62348], [2.47921, 5.86241, -2.95549], [2.12996, 5.02644, -2.36304], [-2.33276, 5.01596, 0.76256], [-0.86776, -8.30530, -3.35776], [0.79531, 5.96817, 3.43597], [2.50592, 2.92190, -1.31346], [-2.52036, 1.34590, 6.20390], [3.49114, 4.36547, 2.15363], [-2.46748, -9.00230, -2.10552], [-3.53648, -1.20325, 0.05935], [-4.98548, 4.21913, 0.55918], [3.28295, -4.86400, -0.54345], [3.55859, -0.95758, 1.23924], [-1.98069, -6.95661, -1.69963], [0.16331, 3.78424, 2.59946], [-2.99166, -3.70569, 3.78203], [-0.10608, -2.98562, -1.19943], [0.44994, -5.19218, -3.22642], [1.83981, -3.11936, -3.72876], [1.24275, 2.88188, -0.87398], [-5.67332, -1.27669, -0.37932], [-2.97730, -3.66820, 2.68967], [-4.61077, 5.48548, 0.12675], [-3.41052, 4.15011, 3.69868], [0.88237, -2.67298, -4.00864], [-0.61225, 3.78380, -0.85184], [-0.87232, -3.20467, 2.39175], [-4.33998, 2.36488, 1.41009], [-3.28303, 5.87878, 0.21893], [2.32311, -4.66632, -1.03110], [1.69025, -5.54458, -0.89830], [-1.45165, 1.16500, -1.89793], [3.40966, 1.77457, -0.94413], [-1.34518, -4.54514, -1.31628], [1.07472, -1.97996, -4.83211], [-2.02583, -2.44286, 0.24266], [-1.33942, 2.31472, 2.09274], [-2.72544, -6.86777, -0.91673], [2.11054, 5.75490, 3.03430], [-1.18761, 5.17128, 3.54288], [4.61735, 1.80922, -1.45566], [-5.35209, 6.16314, -0.28017], [0.51914, 6.90149, 3.91237], [-3.69049, -0.75578, 1.04690], [4.00986, 3.95372, -2.41311], [-0.73720, -1.51952, -3.15152], [6.88382, 1.42581, -2.34815], [4.26968, -1.61459, 1.50705], [0.71784, -7.33136, -4.42545], [6.63394, 0.74313, -1.65757], [1.66557, -3.40146, -0.46146], [-3.14428, 3.36533, 4.39654], [-1.95028, 1.34342, 4.93576], [0.12276, 5.78303, -2.11708], [-2.41860, -4.17772, -0.59502], [2.29868, -2.53056, -0.65441], [-4.03374, 3.35478, 1.08494], [-2.98298, 6.86308, -0.12250], [1.49549, 3.57058, 2.24158], [-2.86006, -4.68856, 2.31828], [-3.40094, 2.35539, 6.57039], [0.21459, -1.94220, -2.83706], [-1.83128, -8.16444, -2.36471], [-2.27936, 0.55486, 6.90396], [2.52388, -4.56549, -2.10081], [-2.69713, 3.74669, 1.21418], [2.46425, 4.54801, 2.44903], [-3.30509, -4.81228, -0.49445], [-2.25682, 2.35678, 4.02241], [0.84412, -1.10216, -2.52745], [-0.75466, -9.24726, -3.88078], [2.92962, 0.82914, -0.10855], [3.87746, -0.07905, 0.29694], [-1.30705, 5.35358, 0.85107], [-0.19972, -6.02463, -2.99148], [-4.68216, -2.27723, -1.44766], [2.63782, -0.97460, 1.67408], [-3.28996, -0.39868, -0.63328], [-1.26182, 0.55443, 4.65985], [-3.85095, 2.35346, 7.55584], [-4.39863, 4.15303, 5.94722], [1.80392, 2.62222, 1.81078], [5.11712, -0.14313, -0.19692], [-3.70972, 3.36480, 5.66694], [-6.02033, 3.90592, 0.48992], [0.20104, -0.73853, 1.12407]], "homo_lumo_gap_ev": 7.17, "total_energy_ha": -9809.405650, "charge": 0}